(a)
DFT (ωB97M-V/def2-TZVPD) results for a molecular structure, C21H22N4O4.

CARTESIAN COORDINATES (ANGSTROEM)
C  -2.32  -3.10  0.94
C  -1.81  -2.08  -0.15
C  -0.56  -1.49  -0.33
C  0.50  -2.15  0.44
O  0.74  -3.48  0.39
N  1.12  -1.24  1.13
H  0.83  -0.32  1.11
C  2.48  -1.38  1.50
C  3.47  -0.70  0.66
C  3.89  -1.32  -0.49
C  4.67  -0.42  -1.31
C  5.17  0.69  -1.06
C  4.96  0.97  0.15
C  4.09  0.59  1.15
H  3.79  0.93  1.93
H  5.29  2.08  0.68
H  5.99  0.95  -1.57
H  4.95  -1.12  -2.20
H  3.53  -2.12  -0.82
H  2.61  -2.44  1.74
H  2.50  -1.03  2.56
C  -0.54  -0.43  -1.19
N  -1.56  -0.28  -2.20
C  -2.90  -0.59  -1.73
O  -3.79  0.05  -2.70
N  -2.91  -1.55  -0.93
H  -3.93  -2.01  -0.68
H  -1.41  0.49  -2.99
C  -0.16  0.79  -0.64
C  1.21  1.34  -0.89
C  1.53  2.73  -0.49
C  0.55  3.29  0.16
C  -0.66  2.84  0.52
C  -1.06  1.42  -0.03
O  -2.29  0.90  0.16
C  -3.17  1.85  0.98
C  -4.45  0.79  0.92
O  -4.88  0.45  2.45
N  -5.15  0.58  -0.03
H  -6.08  0.10  0.11
H  -4.64  0.57  -0.81
H  -2.96  1.90  2.19
H  -3.60  2.56  0.51
H  -1.45  3.23  1.10
H  0.72  4.35  0.63
H  2.66  2.96  -0.63
H  1.98  0.71  -1.49
H  0.57  -1.00  -1.91
H  -2.94  -3.78  0.27
H  -3.10  -2.56  1.68
H  -1.47  -3.51  1.25

Summary:
* gap between HOMO and LUMO: 8.60 eV
* molar mass: 394.43 g mol⁻¹
* LUMO energy: -0.00209 Ha
* HOMO energy: -8.65 eV

=====

(b)
DFT (ωB97M-V/def2-TZVPD) results for a single C21H22N4O4 molecule.

CARTESIAN COORDINATES (ANGSTROEM)
O  -1.49  1.19  -0.50
C  -2.25  1.90  0.13
C  -2.00  3.36  0.43
C  -1.36  3.54  1.82
C  0.16  3.51  1.76
N  0.67  2.26  1.22
C  1.09  2.13  -0.09
O  1.11  3.03  -0.88
C  1.56  0.70  -0.28
C  2.99  0.71  -0.84
C  3.93  1.20  0.22
C  3.83  0.70  1.45
C  2.80  -0.35  1.72
C  1.44  0.06  1.10
C  0.80  1.12  1.97
O  0.48  1.04  3.13
N  -3.40  1.41  0.66
C  -3.87  0.06  0.42
C  -2.73  -0.86  0.16
N  -2.54  -1.58  -0.90
C  -1.39  -2.26  -0.60
C  -0.75  -3.18  -1.52
C  -1.32  -3.42  -2.76
C  -0.71  -4.29  -3.64
C  0.48  -4.92  -3.29
C  1.05  -4.68  -2.05
C  0.44  -3.81  -1.16
N  -0.94  -1.99  0.60
O  -1.82  -1.08  1.11
H  -1.33  3.75  -0.33
H  -2.95  3.90  0.38
H  -1.71  2.77  2.50
H  -1.65  4.51  2.23
H  0.57  3.62  2.77
H  0.54  4.31  1.12
H  0.89  0.23  -1.00
H  3.26  -0.30  -1.14
H  3.02  1.36  -1.72
H  4.65  1.96  -0.03
H  4.46  1.02  2.26
H  3.11  -1.29  1.27
H  2.66  -0.51  2.79
H  0.79  -0.82  1.09
H  -4.02  2.03  1.16
H  -4.53  0.02  -0.45
H  -4.41  -0.28  1.31
H  -2.24  -2.92  -3.02
H  -1.15  -4.48  -4.61
H  0.96  -5.60  -3.98
H  1.97  -5.17  -1.78
H  0.87  -3.61  -0.19

Summary:
* gap between HOMO and LUMO: 9.52 eV
* molar mass: 394.43 g mol⁻¹
* LUMO energy: 0.01591 Ha
* SMILES: O=C(CCCN1C(=O)[C@H]2CC=CC[C@H]2C1=O)NCc1nc(-c2ccccc2)no1
* HOMO energy: -9.08 eV

=====

Question: which arrangement is favored energetically? Ranking from most to least stable: (b), (a).

=====

(a)
DFT (ωB97M-V/def2-TZVPD) results for 2 unconnected molecules or ions with the total composition C4H8O.

CARTESIAN COORDINATES (ANGSTROEM)
C  -1.48  0.85  0.60
C  -0.51  -0.05  0.48
C  0.67  0.13  -0.40
C  1.99  -0.03  0.23
O  1.48  -1.02  -0.64
H  -2.31  0.68  1.28
H  -1.50  1.75  -0.01
H  -0.53  -0.99  1.02
H  0.57  0.79  -1.26
H  2.83  0.56  -0.14
H  2.02  -0.31  1.28
H  -1.77  -0.88  -1.05
H  -1.46  -1.46  -1.39

Summary:
* gap between HOMO and LUMO: 10.71 eV
* molar mass: 72.11 g mol⁻¹
* LUMO energy: 0.04294 Ha
* SMILES: C=C[C@H]1CO1.[H][H]
* HOMO energy: -9.54 eV

=====

(b)
DFT (ωB97M-V/def2-TZVPD) results for a molecular structure, C4H8O.

CARTESIAN COORDINATES (ANGSTROEM)
C  1.27  1.03  0.22
C  0.53  -0.16  0.05
C  -1.33  0.40  -0.70
C  0.27  -1.39  0.77
O  0.64  -1.33  -0.64
H  1.74  1.18  1.19
H  1.71  1.49  -0.66
H  -0.20  0.98  -0.03
H  -1.97  -0.41  -0.36
H  -1.15  0.33  -1.77
H  -1.82  1.36  -0.47
H  1.05  -1.78  1.43
H  -0.74  -1.71  0.97

Summary:
* gap between HOMO and LUMO: 8.53 eV
* molar mass: 72.11 g mol⁻¹
* LUMO energy: 0.03561 Ha
* HOMO energy: -7.56 eV

=====

(c)
DFT (ωB97M-V/def2-TZVPD) results for a molecular structure, C4H8O.

CARTESIAN COORDINATES (ANGSTROEM)
C  1.20  -0.62  0.63
C  0.19  0.44  0.21
C  -0.20  0.41  -1.27
O  -1.49  -0.15  -0.98
C  -1.28  0.05  0.43
H  1.26  -0.71  1.72
H  2.21  -0.39  0.26
H  0.91  -1.60  0.23
H  0.47  1.42  0.60
H  0.40  -0.25  -1.92
H  -0.29  1.40  -1.74
H  -1.91  0.87  0.81
H  -1.47  -0.86  1.01

Summary:
* gap between HOMO and LUMO: 10.74 eV
* molar mass: 72.11 g mol⁻¹
* LUMO energy: 0.04140 Ha
* HOMO energy: -9.62 eV

=====

Question: which arrangement is favored energetically? Ranking from most to least stable: (c), (a), (b).

=====

(a)
DFT (ωB97M-V/def2-TZVPD) results for 7 unconnected molecules or ions with the total composition C5H23NO7.

CARTESIAN COORDINATES (ANGSTROEM)
C  1.60  -2.15  -0.84
C  0.98  -0.90  -0.20
C  -0.37  -0.23  -0.70
C  -1.03  -1.27  -1.56
O  -0.70  -1.40  -2.72
N  -1.22  0.30  0.33
C  -2.06  1.38  -0.07
H  2.01  -2.86  -0.08
H  2.33  -1.89  -1.60
H  0.81  -2.69  -1.30
H  1.74  -0.09  -0.34
H  0.80  -1.21  0.85
H  0.05  0.59  -1.33
H  -1.86  -1.86  -1.19
H  -0.76  0.45  1.22
H  -2.50  1.95  0.77
H  -2.90  1.04  -0.69
H  -1.74  2.27  -0.62
O  0.62  2.90  -2.23
H  0.46  3.80  -2.55
H  1.52  2.84  -2.58
O  0.74  0.88  2.75
H  1.02  1.54  3.39
H  0.51  0.07  3.25
O  1.50  0.06  -3.36
H  0.91  0.67  -3.80
H  0.91  -0.69  -3.12
O  -2.11  -2.07  2.33
H  -1.53  -1.70  1.65
H  -2.79  -1.50  2.69
O  1.42  2.62  0.29
H  1.11  1.79  0.67
H  1.22  2.50  -0.66
O  -0.02  -1.41  4.04
H  0.31  -2.22  3.63
H  -0.99  -1.49  3.67

Summary:
* gap between HOMO and LUMO: 9.52 eV
* molar mass: 209.24 g mol⁻¹
* LUMO energy: 0.01166 Ha
* SMILES: CC[C@@H](C=O)NC.O.O.O.O.O.O
* HOMO energy: -9.21 eV

=====

(b)
DFT (ωB97M-V/def2-TZVPD) results for 8 unconnected molecules or ions with the total composition C5H23NO7.

CARTESIAN COORDINATES (ANGSTROEM)
C  -2.10  3.37  -0.84
C  -1.63  2.44  -0.03
C  -1.33  1.02  -0.42
C  -2.18  -0.01  -0.53
N  0.09  0.80  -0.56
C  0.50  0.46  -1.90
H  -2.58  3.24  -1.82
H  -1.94  4.38  -0.49
H  -1.22  2.67  0.96
H  -1.84  -1.02  -0.76
H  -3.25  0.08  -0.32
H  0.66  1.47  -0.06
H  -0.04  -0.42  -2.23
H  0.23  1.10  -2.73
H  1.51  0.17  -2.04
O  0.79  -2.23  2.65
H  0.06  -1.83  3.16
H  0.48  -2.74  1.83
O  0.50  -2.26  -0.72
H  1.34  -2.13  -1.23
H  0.26  -1.34  -0.37
O  3.24  -1.59  -0.72
H  3.10  -1.13  0.11
H  3.99  -2.20  -0.55
O  -2.05  -2.96  0.42
H  -1.85  -3.36  -0.44
H  -2.24  -3.66  1.00
O  2.52  3.34  -1.81
H  2.09  4.14  -1.60
H  1.98  2.66  -1.39
O  -1.21  -0.29  2.77
H  -2.01  -0.39  2.26
H  -1.47  -0.29  3.72
O  2.22  -0.35  1.41
H  1.35  0.08  1.49
H  2.01  -1.20  1.81

Summary:
* gap between HOMO and LUMO: 8.92 eV
* molar mass: 209.24 g mol⁻¹
* LUMO energy: 0.00736 Ha
* SMILES: C=CC(=C)NC.O.O.O.O.O.O.O
* HOMO energy: -8.72 eV

=====

(c)
DFT (ωB97M-V/def2-TZVPD) results for 6 unconnected molecules or ions with the total composition C5H23NO7.

CARTESIAN COORDINATES (ANGSTROEM)
C  -2.73  -0.62  1.81
C  -1.45  0.09  1.41
O  -1.59  1.52  1.57
C  -0.23  -0.41  2.20
C  1.07  -0.35  1.41
N  1.57  1.04  1.32
C  2.43  1.29  0.22
O  1.63  1.70  -0.95
H  -2.89  -0.57  2.89
H  -2.72  -1.65  1.50
H  -3.58  -0.18  1.31
H  -1.30  -0.03  0.34
H  -2.12  1.73  2.35
H  -0.12  0.20  3.09
H  -0.39  -1.44  2.50
H  0.95  -0.78  0.41
H  1.85  -0.93  1.91
H  0.79  1.69  1.33
H  3.11  2.11  0.44
H  2.96  0.39  -0.07
H  2.19  2.10  -1.63
O  0.27  -3.15  -0.35
H  -0.41  -2.87  -1.00
H  -0.05  -2.81  0.49
O  2.08  -1.32  -1.53
H  1.62  -2.06  -1.07
H  1.56  -1.19  -2.33
O  -1.00  2.71  -0.91
H  -0.06  2.52  -0.77
H  -1.41  2.40  -0.07
O  -1.47  -2.09  -2.17
H  -1.07  -1.19  -2.27
H  -1.53  -2.43  -3.07
O  -0.25  0.32  -2.47
H  -0.85  1.04  -2.20
H  0.54  0.51  -1.94

Summary:
* gap between HOMO and LUMO: 9.88 eV
* molar mass: 209.24 g mol⁻¹
* LUMO energy: 0.02048 Ha
* SMILES: C[C@@H](O)CCNCO.O.O.O.O.O
* HOMO energy: -9.32 eV

=====

Question: which arrangement is favored energetically? Ranking from most to least stable: (c), (a), (b).

=====

(a)
DFT (ωB97M-V/def2-TZVPD) results for a single C7H14N2 molecule.

CARTESIAN COORDINATES (ANGSTROEM)
C  0.88  -0.39  0.07
C  1.33  -1.35  -0.99
C  1.95  -0.03  1.08
C  -0.81  -0.09  2.20
C  -1.63  1.83  -1.61
C  -0.72  -0.55  0.77
C  -0.46  0.93  -1.47
N  0.05  0.70  -0.31
N  -1.61  -1.36  0.34
H  -1.50  -1.63  -0.63
H  -0.19  0.33  -2.34
H  0.51  -1.67  -1.64
H  2.08  -0.89  -1.64
H  1.77  -2.23  -0.52
H  2.81  0.37  0.54
H  2.26  -0.91  1.64
H  1.62  0.73  1.77
H  -1.81  -0.33  2.57
H  -0.63  0.98  2.27
H  -0.10  -0.62  2.83
H  -1.65  2.27  -2.61
H  -1.59  2.64  -0.88
H  -2.55  1.28  -1.44

Summary:
* gap between HOMO and LUMO (alpha / beta): 8.76 / 8.76 eV
* molar mass: 126.20 g mol⁻¹
* LUMO energy (alpha / beta): 0.02887 / 0.02887 Ha
* HOMO energy (alpha / beta): -7.98 / -7.98 eV

=====

(b)
DFT (ωB97M-V/def2-TZVPD) results for a single C7H14N2 molecule.

CARTESIAN COORDINATES (ANGSTROEM)
C  -2.41  -0.58  2.38
C  -2.05  -0.96  0.96
C  -0.90  -1.96  0.99
N  -1.75  0.26  0.22
C  -0.60  0.61  0.03
N  0.52  1.14  -0.18
C  1.24  0.95  -1.43
C  2.40  -0.01  -1.26
C  1.70  2.36  -1.88
H  -3.21  0.16  2.53
H  -2.68  -1.48  2.95
H  -1.49  -0.13  2.86
H  -2.94  -1.41  0.49
H  -0.59  -2.27  0.01
H  -1.19  -2.83  1.54
H  -0.05  -1.44  1.54
H  0.55  0.61  -2.18
H  3.19  0.21  -0.55
H  1.98  -0.99  -0.96
H  2.95  -0.21  -2.21
H  2.38  2.73  -1.12
H  2.16  2.23  -2.86
H  0.78  3.02  -1.86

Summary:
* gap between HOMO and LUMO: 10.44 eV
* molar mass: 126.20 g mol⁻¹
* LUMO energy: 0.03678 Ha
* SMILES: CC(C)N=C=NC(C)C
* HOMO energy: -9.44 eV

=====

(c)
DFT (ωB97M-V/def2-TZVPD) results for a single C7H14N2 molecule.

CARTESIAN COORDINATES (ANGSTROEM)
C  -1.00  -1.02  -3.54
C  -0.67  -0.83  -2.29
C  -0.91  0.51  -1.59
C  0.38  1.31  -1.23
C  1.17  0.75  -0.14
N  0.96  1.30  1.04
N  1.44  0.56  2.22
C  0.26  0.00  2.89
C  -0.25  -1.22  2.20
H  -0.49  -1.91  -4.17
H  -1.56  -0.14  -3.99
H  0.18  -1.55  -1.63
H  -1.45  1.16  -2.39
H  -1.74  0.50  -0.82
H  1.17  1.53  -2.00
H  -0.16  2.29  -0.72
H  1.62  -0.32  -0.22
H  1.69  1.42  2.88
H  -0.55  0.70  3.26
H  0.81  -0.41  3.83
H  -0.65  -1.91  3.10
H  0.80  -1.75  1.86
H  -1.06  -0.97  1.45

Summary:
* gap between HOMO and LUMO: 9.94 eV
* molar mass: 126.20 g mol⁻¹
* LUMO energy: 0.04127 Ha
* SMILES: C=CCC/C=N/NCC
* HOMO energy: -8.82 eV

=====

(d)
DFT (ωB97M-V/def2-TZVPD) results for 2 unconnected molecules or ions with the total composition C7H14N2.

CARTESIAN COORDINATES (ANGSTROEM)
C  1.70  1.08  1.30
C  2.33  -0.26  1.27
C  2.93  -1.06  0.30
N  2.68  -2.33  0.69
C  2.19  -2.34  2.00
N  2.01  -1.09  2.36
H  0.64  0.93  1.12
H  2.23  1.82  0.67
H  1.74  1.58  2.30
H  3.25  -0.74  -0.69
H  3.03  -3.04  0.07
H  1.91  -3.27  2.44
C  -1.53  -0.01  -1.79
C  -2.10  1.15  -0.99
C  -3.62  1.29  -0.89
H  -1.47  0.11  -2.88
H  -2.04  -0.98  -1.71
H  -0.52  -0.08  -1.37
H  -1.64  1.31  0.03
H  -1.86  2.09  -1.55
H  -3.97  1.13  -1.90
H  -4.01  0.46  -0.31
H  -3.85  2.25  -0.47

Summary:
* gap between HOMO and LUMO: 9.29 eV
* molar mass: 126.20 g mol⁻¹
* LUMO energy: 0.03195 Ha
* SMILES: Cc1c[nH]cn1.CCC
* HOMO energy: -8.42 eV

=====

Question: which arrangement is favored energetically? Ranking from most to least stable: (b), (d), (a), (c).